The following is a quantum chemistry calculation of 10 unconnected molecules or ions with the total composition C69H152F9N8O3PS, from the Open Molecules 2025 dataset.

Bonds (Å) are listed after each position.
CARTESIAN COORDINATES (ANGSTROEM)
1 P 12.189 -8.215 -2.805  F2 1.552, F3 1.595, F4 1.652, F5 1.729, F6 1.649, F7 1.634
2 F 12.569 -9.716 -2.687  P1 1.552
3 F 11.019 -8.617 -3.811  P1 1.595
4 F 11.009 -8.218 -1.649  P1 1.652
5 F 11.955 -6.554 -3.227  P1 1.729
6 F 13.316 -7.861 -1.655  P1 1.649
7 F 13.253 -8.182 -4.045  P1 1.634
8 C 2.714 -10.834 -5.904  C9 1.585, H17 1.090, H18 1.090, H19 1.090
9 C 2.460 -9.881 -4.663  C8 1.585, C10 1.572, H20 1.090, H21 1.090
10 C 3.388 -8.613 -4.612  C9 1.572, N11 1.600, H22 1.090, H23 1.090
11 N 3.257 -7.823 -3.226  C10 1.600, C12 1.556, C13 1.569, C16 1.555
12 C 1.850 -7.872 -2.562  N11 1.556, H24 1.090, H25 1.090, H26 1.090
13 C 4.246 -8.342 -2.124  N11 1.569, C14 1.538, H27 1.090, H28 1.090
14 C 4.342 -7.123 -1.191  C13 1.538, C15 1.578, H29 1.090, H30 1.090
15 C 3.954 -5.862 -2.055  C14 1.578, C16 1.475, H31 1.090, H32 1.090
16 C 3.743 -6.360 -3.428  N11 1.555, C15 1.475, H33 1.090, H34 1.090
17 H 3.660 -11.374 -5.856  C8 1.090
18 H 2.665 -10.266 -6.832  C8 1.090
19 H 1.993 -11.651 -5.892  C8 1.090
20 H 2.691 -10.448 -3.761  C9 1.090
21 H 1.406 -9.610 -4.711  C9 1.090
22 H 3.103 -7.902 -5.388  C10 1.090
23 H 4.458 -8.796 -4.702  C10 1.090
24 H 1.208 -7.161 -3.083  C12 1.090
25 H 1.879 -7.469 -1.550  C12 1.090
26 H 1.388 -8.857 -2.613  C12 1.090
27 H 4.000 -9.289 -1.644  C13 1.090
28 H 5.192 -8.518 -2.635  C13 1.090
29 H 3.652 -7.291 -0.365  C14 1.090
30 H 5.298 -7.029 -0.675  C14 1.090
31 H 3.036 -5.397 -1.697  C15 1.090
32 H 4.812 -5.190 -2.095  C15 1.090
33 H 2.994 -5.827 -4.013  C16 1.090
34 H 4.643 -6.426 -4.038  C16 1.090
35 C 18.414 -20.966 -2.351  C36 1.574, H44 1.090, H45 1.090, H46 1.090
36 C 17.022 -20.326 -1.991  C35 1.574, C37 1.510, H47 1.090, H48 1.090
37 C 16.742 -19.138 -2.881  C36 1.510, N38 1.577, H49 1.090, H50 1.090
38 N 15.561 -18.197 -2.426  C37 1.577, C39 1.499, C40 1.550, C43 1.577
39 C 14.365 -19.043 -2.112  N38 1.499, H51 1.090, H52 1.090, H53 1.090
40 C 15.145 -17.094 -3.432  N38 1.550, C41 1.517, H54 1.090, H55 1.090
41 C 16.202 -16.022 -3.247  C40 1.517, C42 1.510, H56 1.090, H57 1.090
42 C 16.401 -16.000 -1.751  C41 1.510, C43 1.563, H58 1.090, H59 1.090
43 C 16.083 -17.412 -1.161  N38 1.577, C42 1.563, H60 1.090, H61 1.090
44 H 18.738 -21.941 -1.989  C35 1.090
45 H 19.181 -20.300 -1.955  C35 1.090
46 H 18.545 -21.073 -3.427  C35 1.090
47 H 16.914 -20.079 -0.935  C36 1.090
48 H 16.261 -21.102 -2.068  C36 1.090
49 H 16.361 -19.596 -3.793  C37 1.090
50 H 17.519 -18.426 -3.159  C37 1.090
51 H 13.489 -18.399 -2.035  C39 1.090
52 H 14.408 -19.729 -1.266  C39 1.090
53 H 14.195 -19.601 -3.033  C39 1.090
54 H 14.167 -16.785 -3.065  C40 1.090
55 H 14.913 -17.570 -4.385  C40 1.090
56 H 15.927 -15.104 -3.766  C41 1.090
57 H 17.137 -16.276 -3.748  C41 1.090
58 H 15.776 -15.225 -1.306  C42 1.090
59 H 17.377 -15.725 -1.352  C42 1.090
60 H 15.275 -17.314 -0.437  C43 1.090
61 H 17.016 -17.767 -0.724  C43 1.090
62 C 8.769 -10.552 5.502  C63 1.525, H71 1.090, H72 1.090, H73 1.090
63 C 8.039 -11.891 5.501  C62 1.525, C64 1.530, H74 1.090, H75 1.090
64 C 6.673 -11.736 6.172  C63 1.530, N65 1.538, H76 1.090, H77 1.090
65 N 5.923 -12.995 6.639  C64 1.538, C66 1.588, C67 1.532, C70 1.549
66 C 5.685 -13.951 5.393  N65 1.588, H78 1.090, H79 1.090, H80 1.090
67 C 4.553 -12.731 7.271  N65 1.532, C68 1.562, H81 1.090, H82 1.090
68 C 4.598 -13.577 8.584  C67 1.562, C69 1.541, H83 1.090, H84 1.090
69 C 5.793 -14.541 8.447  C68 1.541, C70 1.478, H85 1.090, H86 1.090
70 C 6.777 -13.725 7.706  N65 1.549, C69 1.478, H87 1.090, H88 1.090
71 H 8.218 -9.771 4.978  C62 1.090
72 H 9.679 -10.604 4.903  C62 1.090
73 H 9.064 -10.198 6.489  C62 1.090
74 H 8.705 -12.627 5.951  C63 1.090
75 H 7.927 -12.333 4.511  C63 1.090
76 H 5.989 -11.312 5.436  C64 1.090
77 H 6.634 -10.986 6.961  C64 1.090
78 H 6.593 -14.245 4.868  C66 1.090
79 H 5.165 -13.322 4.670  C66 1.090
80 H 4.976 -14.756 5.589  C66 1.090
81 H 3.693 -12.820 6.607  C67 1.090
82 H 4.470 -11.665 7.480  C67 1.090
83 H 3.616 -14.033 8.712  C68 1.090
84 H 4.856 -12.921 9.415  C68 1.090
85 H 5.459 -15.432 7.915  C69 1.090
86 H 6.240 -14.794 9.408  C69 1.090
87 H 7.621 -14.218 7.224  C70 1.090
88 H 7.119 -12.911 8.346  C70 1.090
89 C 14.574 -8.865 -12.525  C90 1.501, H98 1.090, H99 1.090, H100 1.090
90 C 13.256 -9.531 -12.257  C89 1.501, C91 1.539, H101 1.090, H102 1.090
91 C 12.250 -8.672 -11.471  C90 1.539, N92 1.565, H103 1.090, H104 1.090
92 N 11.019 -9.503 -10.980  C91 1.565, C93 1.556, C94 1.528, C97 1.519
93 C 10.282 -8.456 -10.096  N92 1.556, H105 1.090, H106 1.090, H107 1.090
94 C 10.165 -10.071 -12.112  N92 1.528, C95 1.538, H108 1.090, H109 1.090
95 C 9.209 -10.971 -11.311  C94 1.538, C96 1.508, H110 1.090, H111 1.090
96 C 10.096 -11.470 -10.198  C95 1.508, C97 1.477, H112 1.090, H113 1.090
97 C 11.390 -10.758 -10.207  N92 1.519, C96 1.477, H114 1.090, H115 1.090
98 H 15.091 -9.341 -13.359  C89 1.090
99 H 15.287 -8.769 -11.706  C89 1.090
100 H 14.378 -7.811 -12.722  C89 1.090
101 H 13.547 -10.484 -11.814  C90 1.090
102 H 12.798 -9.776 -13.215  C90 1.090
103 H 11.776 -7.950 -12.136  C91 1.090
104 H 12.809 -8.296 -10.614  C91 1.090
105 H 10.920 -8.079 -9.297  C93 1.090
106 H 9.393 -8.972 -9.732  C93 1.090
107 H 9.896 -7.594 -10.640  C93 1.090
108 H 9.575 -9.262 -12.544  C94 1.090
109 H 10.798 -10.519 -12.878  C94 1.090
110 H 8.327 -10.423 -10.981  C95 1.090
111 H 8.654 -11.731 -11.861  C95 1.090
112 H 9.511 -11.525 -9.280  C96 1.090
113 H 10.324 -12.521 -10.378  C96 1.090
114 H 11.610 -10.445 -9.187  C97 1.090
115 H 12.206 -11.313 -10.670  C97 1.090
116 C 23.333 -2.621 -5.672  C117 1.556, H126 1.090, H127 1.090, H128 1.090
117 C 21.927 -3.241 -5.918  C116 1.556, C118 1.567, H129 1.090, H130 1.090
118 C 21.533 -4.353 -4.887  C117 1.567, N119 1.549, H131 1.090, H132 1.090
119 N 20.148 -5.036 -5.007  C118 1.549, C120 1.517, C124 1.538, C125 1.553
120 C 19.905 -5.703 -6.347  N119 1.517, C121 1.561, H133 1.090, H134 1.090
121 C 20.757 -6.981 -6.630  C120 1.561, C122 1.574, H135 1.090, H136 1.090
122 C 20.781 -7.980 -5.414  C121 1.574, C123 1.580, H137 1.090, H138 1.090
123 C 20.856 -7.296 -3.991  C122 1.580, C124 1.569, H139 1.090, H140 1.090
124 C 19.972 -6.010 -3.829  N119 1.538, C123 1.569, H141 1.090, H142 1.090
125 C 19.075 -3.919 -4.901  N119 1.553, H143 1.090, H144 1.090, H145 1.090
126 H 23.328 -2.064 -4.735  C116 1.090
127 H 23.737 -1.862 -6.342  C116 1.090
128 H 23.964 -3.507 -5.743  C116 1.090
129 H 21.898 -3.747 -6.883  C117 1.090
130 H 21.159 -2.496 -6.129  C117 1.090
131 H 21.557 -3.868 -3.911  C118 1.090
132 H 22.246 -5.169 -5.003  C118 1.090
133 H 20.066 -4.961 -7.128  C120 1.090
134 H 18.849 -5.973 -6.365  C120 1.090
135 H 21.714 -6.537 -6.902  C121 1.090
136 H 20.524 -7.454 -7.584  C121 1.090
137 H 21.629 -8.654 -5.537  C122 1.090
138 H 19.909 -8.635 -5.417  C122 1.090
139 H 21.851 -7.060 -3.616  C123 1.090
140 H 20.611 -8.055 -3.248  C123 1.090
141 H 20.020 -5.405 -2.923  C124 1.090
142 H 18.957 -6.392 -3.940  C124 1.090
143 H 19.160 -3.242 -5.751  C125 1.090
144 H 18.985 -3.409 -3.942  C125 1.090
145 H 18.130 -4.452 -5.005  C125 1.090
146 C 16.234 3.222 6.493  C147 1.527, H156 1.090, H157 1.090, H158 1.090
147 C 15.994 2.132 5.452  C146 1.527, C148 1.493, H159 1.090, H160 1.090
148 C 14.610 1.588 5.574  C147 1.493, N149 1.553, H161 1.090, H162 1.090
149 N 14.376 0.196 4.926  C148 1.553, C150 1.555, C154 1.575, C155 1.565
150 C 14.810 0.071 3.438  N149 1.555, C151 1.504, H163 1.090, H164 1.090
151 C 14.298 -1.171 2.763  C150 1.504, C152 1.489, H165 1.090, H166 1.090
152 C 12.854 -1.473 2.969  C151 1.489, C153 1.568, H167 1.090, H168 1.090
153 C 12.500 -1.476 4.497  C152 1.568, C154 1.513, H169 1.090, H170 1.090
154 C 12.835 -0.108 5.051  N149 1.575, C153 1.513, H171 1.090, H172 1.090
155 C 15.168 -0.777 5.862  N149 1.565, H173 1.090, H174 1.090, H175 1.090
156 H 16.549 2.806 7.450  C146 1.090
157 H 15.307 3.749 6.718  C146 1.090
158 H 17.034 3.874 6.139  C146 1.090
159 H 16.816 1.416 5.427  C147 1.090
160 H 16.141 2.584 4.471  C147 1.090
161 H 13.932 2.306 5.113  C148 1.090
162 H 14.322 1.577 6.625  C148 1.090
163 H 14.435 1.001 3.011  C150 1.090
164 H 15.898 0.073 3.361  C150 1.090
165 H 14.527 -0.857 1.745  C151 1.090
166 H 14.851 -2.096 2.924  C151 1.090
167 H 12.278 -0.713 2.441  C152 1.090
168 H 12.560 -2.432 2.543  C152 1.090
169 H 11.413 -1.503 4.573  C153 1.090
170 H 12.924 -2.250 5.136  C153 1.090
171 H 12.140 0.591 4.588  C154 1.090
172 H 12.649 -0.070 6.124  C154 1.090
173 H 15.083 -1.839 5.634  C155 1.090
174 H 14.969 -0.575 6.915  C155 1.090
175 H 16.212 -0.535 5.665  C155 1.090
176 C 7.580 1.092 -6.769  C177 1.596, H186 1.090, H187 1.090, H188 1.090
177 C 6.422 2.187 -6.695  C176 1.596, C178 1.567, H189 1.090, H190 1.090
178 C 6.750 3.391 -7.643  C177 1.567, N179 1.580, H191 1.090, H192 1.090
179 N 5.667 4.542 -7.650  C178 1.580, C180 1.572, C184 1.559, C185 1.584
180 C 6.090 5.526 -8.800  N179 1.572, C181 1.594, H193 1.090, H194 1.090
181 C 5.395 6.960 -8.761  C180 1.594, C182 1.550, H195 1.090, H196 1.090
182 C 5.375 7.664 -7.380  C181 1.550, C183 1.542, H197 1.090, H198 1.090
183 C 4.847 6.664 -6.332  C182 1.542, C184 1.561, H199 1.090, H200 1.090
184 C 5.626 5.312 -6.295  N179 1.559, C183 1.561, H201 1.090, H202 1.090
185 C 4.250 3.852 -7.803  N179 1.584, H203 1.090, H204 1.090, H205 1.090
186 H 7.521 0.357 -5.966  C176 1.090
187 H 8.597 1.472 -6.668  C176 1.090
188 H 7.448 0.555 -7.708  C176 1.090
189 H 6.506 2.586 -5.684  C177 1.090
190 H 5.434 1.730 -6.755  C177 1.090
191 H 7.000 3.168 -8.680  C178 1.090
192 H 7.627 3.937 -7.295  C178 1.090
193 H 7.139 5.717 -8.576  C180 1.090
194 H 5.987 4.958 -9.725  C180 1.090
195 H 5.745 7.640 -9.539  C181 1.090
196 H 4.388 6.731 -9.109  C181 1.090
197 H 6.384 7.992 -7.130  C182 1.090
198 H 4.662 8.483 -7.475  C182 1.090
199 H 4.912 7.202 -5.386  C183 1.090
200 H 3.829 6.361 -6.576  C183 1.090
201 H 6.649 5.525 -5.985  C184 1.090
202 H 5.321 4.618 -5.511  C184 1.090
203 H 4.166 3.158 -6.967  C185 1.090
204 H 4.385 3.499 -8.826  C185 1.090
205 H 3.576 4.707 -7.738  C185 1.090
206 C 19.162 -10.670 4.754  C207 1.573, H216 1.090, H217 1.090, H218 1.090
207 C 20.701 -10.988 4.821  C206 1.573, C208 1.495, H219 1.090, H220 1.090
208 C 21.362 -10.737 6.138  C207 1.495, N209 1.576, H221 1.090, H222 1.090
209 N 22.808 -11.358 6.220  C208 1.576, C210 1.546, C214 1.558, C215 1.538
210 C 23.658 -10.879 5.021  N209 1.546, C211 1.548, H223 1.090, H224 1.090
211 C 25.182 -11.050 5.232  C210 1.548, C212 1.516, H225 1.090, H226 1.090
212 C 25.755 -10.454 6.502  C211 1.516, C213 1.448, H227 1.090, H228 1.090
213 C 25.071 -11.031 7.640  C212 1.448, C214 1.606, H229 1.090, H230 1.090
214 C 23.494 -10.769 7.490  N209 1.558, C213 1.606, H231 1.090, H232 1.090
215 C 22.668 -12.890 6.223  N209 1.538, H233 1.090, H234 1.090, H235 1.090
216 H 18.959 -9.660 5.108  C206 1.090
217 H 18.620 -11.394 5.363  C206 1.090
218 H 18.932 -10.760 3.692  C206 1.090
219 H 21.150 -10.241 4.167  C207 1.090
220 H 20.947 -11.905 4.287  C207 1.090
221 H 20.843 -11.288 6.923  C208 1.090
222 H 21.444 -9.677 6.375  C208 1.090
223 H 23.391 -9.822 4.998  C210 1.090
224 H 23.279 -11.449 4.172  C210 1.090
225 H 25.648 -10.552 4.381  C211 1.090
226 H 25.368 -12.105 5.035  C211 1.090
227 H 25.713 -9.368 6.588  C212 1.090
228 H 26.793 -10.729 6.690  C212 1.090
229 H 25.402 -10.535 8.553  C213 1.090
230 H 25.194 -12.094 7.847  C213 1.090
231 H 23.224 -9.713 7.495  C214 1.090
232 H 23.016 -11.286 8.322  C214 1.090
233 H 22.128 -13.315 5.376  C215 1.090
234 H 22.132 -13.198 7.121  C215 1.090
235 H 23.664 -13.330 6.247  C215 1.090
236 C 7.292 -14.974 -2.302  F237 1.326, F238 1.363, F239 1.288, S240 1.961
237 F 6.018 -14.848 -1.953  C236 1.326
238 F 7.760 -13.837 -2.888  C236 1.363
239 F 8.064 -15.292 -1.321  C236 1.288
240 S 7.401 -16.377 -3.667  C236 1.961, O241 1.486, O242 1.496, O243 1.473
241 O 8.629 -16.158 -4.477  S240 1.486
242 O 7.408 -17.687 -2.945  S240 1.496
243 O 6.162 -16.177 -4.438  S240 1.473

Multiplicity: 1
Gap between HOMO and LUMO: 5.67 eV
Total charge: +6